[1]
Entry from OMol25: C5H10N2O as an isolated structure at a distorted geometry (wB97M-V/def2-TZVPD).

Computed properties:
HOMO energy, eV: -9.17
Energy above the lowest of the compared OMol25 structures with the same formula, charge and spin, kcal per mole: 68.8

Structure (XYZ):
```
18
Properties=species:S:1:pos:R:3:forces:R:3
C 1.383 -0.880 1.314 0.09 0.02 -0.11
H 0.519 -1.204 -2.046 0.05 0.12 -0.07
H 1.694 -1.919 1.399 0.05 0.00 0.00
H 2.201 -0.238 1.648 0.03 -0.03 0.06
O -2.099 0.504 2.030 1.01 0.56 -0.51
H -0.013 2.193 -1.686 0.00 -0.09 0.04
N -2.399 0.580 -0.306 1.47 0.59 -0.05
C 0.858 -1.465 -1.055 -0.21 0.12 0.15
H -0.480 0.933 0.606 1.44 0.27 -0.62
H 0.544 -0.719 1.994 -0.02 0.05 -0.02
H 1.003 -2.515 -0.847 0.24 -0.02 0.03
H 1.374 1.577 -0.004 -0.35 0.10 0.33
C -1.916 0.657 0.853 -2.16 -1.39 0.25
C 0.611 0.868 -0.327 -1.29 -0.04 0.64
C 0.996 -0.548 -0.100 -0.45 -0.49 0.14
H -3.294 0.145 -0.465 -0.07 0.08 0.39
H -0.986 0.834 -1.494 0.70 0.18 -0.24
N 0.003 1.195 -1.515 -0.54 -0.04 -0.41
```
Forces are in eV/Å.

---

[2]
Entry from OMol25: a 2-piece molecular cluster, C4H12 overall at a distorted geometry (wB97M-V/def2-TZVPD).

Computed properties:
HOMO energy, eV: -11.16
SMILES: CC.CC
Energy above the lowest of the compared OMol25 structures with the same formula, charge and spin, kcal per mole: 34.5

Structure (XYZ):
```
16
Properties=species:S:1:pos:R:3:forces:R:3
C 2.344 -0.924 -0.848 -0.78 1.47 2.23
H -2.224 1.016 -0.230 0.69 -1.01 -0.10
C -1.501 0.575 0.499 1.67 0.47 -2.85
C 1.312 0.072 -1.391 1.45 0.14 -3.74
H 2.058 -1.334 0.149 -0.12 0.44 -0.48
H 2.429 -1.792 -1.433 0.61 -0.77 -1.17
H 0.681 0.549 -0.737 -1.25 0.57 1.85
H -0.773 1.382 0.577 0.05 0.19 0.37
H 0.704 -0.486 -2.139 0.05 0.67 0.46
H -1.955 -0.878 1.784 -0.28 1.84 1.72
H -0.792 -0.297 0.122 -2.20 1.65 0.33
H -3.211 0.321 1.794 -1.71 0.25 -0.48
H 1.741 1.005 -1.969 -0.25 -2.05 0.85
H -1.841 0.985 2.556 0.16 -1.46 -0.02
C -2.167 0.261 1.769 1.29 -1.98 1.26
H 3.254 -0.375 -0.652 0.62 -0.41 -0.24
```
Forces are in eV/Å.

---

[3]
Entry from OMol25: C35H33FeN8O5S2 as an isolated structure (wB97M-V/def2-TZVPD).

Computed properties:
HOMO energy (alpha / beta), eV: -4.28 / -4.25
Charge: -1
Energy above the lowest of the compared OMol25 structures with the same formula, charge and spin, kcal per mole: 0.0

Structure (XYZ):
```
84
Properties=species:S:1:pos:R:3:forces:R:3
H -5.992 -0.262 -5.549 0.01 -0.02 -0.04
C 1.518 -2.511 5.970 0.00 0.00 0.01
C -4.192 -1.679 -2.340 0.00 -0.05 0.01
H -0.281 -5.086 -1.572 0.00 0.01 0.01
N 1.945 0.545 0.433 0.08 0.24 -0.09
H 3.935 0.721 0.117 0.01 0.02 0.00
C -4.672 0.483 -1.399 0.03 0.04 0.01
H 4.976 1.629 -1.736 -0.02 0.01 0.00
C 1.527 -2.324 -1.002 0.06 0.10 -0.19
N -1.983 1.702 2.502 0.51 0.48 0.25
C 1.313 -1.211 3.518 -0.02 0.01 0.02
H -3.711 -2.647 -2.246 -0.02 0.05 -0.01
C 1.599 1.578 -2.316 0.05 0.13 0.12
O 0.455 1.316 -1.799 -0.23 -0.43 -0.21
C 4.046 1.766 -2.282 -0.04 -0.02 0.03
N -6.283 0.224 -4.717 0.01 -0.03 0.08
S -1.565 2.387 0.006 0.50 0.22 -0.02
C -1.411 5.909 0.760 0.01 -0.01 0.02
N -1.594 -1.003 -0.440 -0.10 0.28 0.01
C -5.397 0.813 -2.534 -0.01 0.00 -0.01
C 2.855 2.416 -4.244 0.03 -0.01 0.03
C 0.619 2.360 4.011 -0.03 -0.02 0.02
H 3.447 -1.179 3.516 -0.01 -0.01 0.01
H -1.616 7.282 2.433 -0.02 -0.02 -0.01
Fe 0.100 0.367 -0.104 0.05 -0.18 -0.06
C 2.848 1.426 -1.633 -0.05 0.05 -0.11
H 0.722 2.210 -4.166 0.03 -0.01 0.02
H 0.177 5.412 2.137 -0.01 -0.01 0.00
H -0.802 -1.379 3.768 0.03 -0.02 0.02
C -0.748 -1.982 -0.794 0.08 -0.08 -0.18
H 3.643 -2.346 5.703 -0.02 0.01 -0.01
C -0.866 2.538 5.899 0.00 -0.01 0.02
H 2.852 2.800 -5.258 0.00 0.00 0.00
H -6.358 1.214 -4.886 0.00 0.05 -0.01
C -0.481 4.903 1.427 -0.05 0.01 0.03
C 1.641 2.913 4.766 0.03 0.00 -0.01
C 1.170 -0.498 2.215 0.00 0.37 -0.02
H -2.856 6.023 2.373 0.01 0.02 -0.02
H 0.804 2.065 2.989 0.03 -0.12 -0.12
C 4.075 2.257 -3.567 0.01 0.02 -0.06
C -4.914 -1.349 -3.471 0.00 0.00 0.00
C 1.304 -3.670 -1.245 -0.04 0.02 -0.04
C -1.746 1.462 3.851 -0.05 0.06 -0.16
N -1.191 3.871 2.175 0.09 0.01 -0.07
C 2.666 -2.134 5.283 0.01 0.00 0.00
H -2.052 5.367 0.064 -0.01 -0.01 -0.01
C -1.540 2.687 1.651 -0.39 -0.15 0.32
H -0.798 6.591 0.163 -0.01 -0.02 0.02
H -5.865 1.789 -2.613 0.01 -0.02 0.00
C -4.073 -0.760 -1.305 -0.04 0.00 0.07
C 1.405 3.300 6.079 0.01 0.01 0.00
H -2.928 7.384 1.256 0.01 0.00 0.01
C 2.565 -1.485 4.063 0.00 0.02 0.01
C 0.165 -1.595 4.204 0.00 -0.01 -0.02
H 2.623 3.029 4.324 -0.02 0.01 0.03
H 5.014 2.509 -4.045 -0.03 -0.01 0.01
N 2.272 -0.094 1.625 -0.12 -0.02 0.17
C 0.270 -2.240 5.429 -0.02 0.00 0.02
H -0.629 -2.530 5.959 0.02 0.01 -0.02
H -1.206 3.960 3.176 -0.01 0.01 0.05
O -2.423 0.648 4.438 -0.02 0.00 0.07
C -0.638 2.167 4.578 0.01 0.03 -0.03
H 2.523 -1.894 -0.973 -0.02 0.00 0.05
O -3.329 -0.165 1.093 -0.23 -0.14 -0.12
C -0.026 -4.060 -1.321 0.00 0.03 -0.01
C -2.249 6.695 1.761 0.00 -0.01 0.01
S -3.087 -1.190 0.100 0.18 -0.26 -0.29
C 0.150 3.118 6.643 0.00 0.00 0.00
H 0.138 4.411 0.676 -0.02 -0.02 0.00
C -5.520 -0.096 -3.582 -0.01 0.02 0.00
N -1.054 -3.249 -1.113 -0.03 0.04 0.03
H 2.204 3.737 6.666 0.00 0.00 -0.01
H -2.414 0.912 2.014 -0.23 -0.18 -0.07
O -0.016 -0.278 1.778 0.13 -0.28 -0.12
H 1.599 -3.016 6.925 0.00 0.01 -0.01
H 2.116 -4.366 -1.397 -0.01 0.01 -0.01
C 1.665 2.090 -3.645 -0.05 0.00 0.04
H -4.550 1.189 -0.587 -0.01 -0.03 -0.04
N 0.525 -1.487 -0.821 -0.22 -0.15 0.54
C 2.941 0.896 -0.295 0.10 -0.04 0.03
O -3.405 -2.545 0.458 0.02 0.06 0.00
H -0.032 3.412 7.670 0.00 0.00 -0.01
H -1.839 2.347 6.334 0.02 0.00 -0.02
H -5.013 -2.063 -4.282 0.00 0.01 0.01
```
Forces are in eV/Å.

---

[4]
Entry from OMol25: C24H14Co2N2O6 as an isolated structure at a distorted geometry (wB97M-V/def2-TZVPD).

Computed properties:
HOMO energy, eV: -0.94
Charge: -2

Structure (XYZ):
```
48
Properties=species:S:1:pos:R:3:forces:R:3
Co -3.640 -1.991 -2.747 -0.74 0.91 0.52
C -2.829 -0.174 -3.080 0.71 -0.35 1.46
C -3.107 2.665 -1.927 3.70 4.84 1.90
N 0.057 -0.460 2.616 1.65 -1.45 -0.73
C -5.532 0.980 -1.529 -5.18 -0.78 2.91
O -5.104 -1.907 -5.341 2.54 -0.32 4.30
C -4.507 -1.965 -4.294 -2.30 0.35 -3.80
H 3.461 -3.612 1.821 -0.02 -0.33 0.03
C -0.906 3.429 1.781 0.89 1.90 -1.63
N -2.735 -0.753 4.635 1.60 1.31 -1.43
C -0.702 2.065 1.822 -3.17 1.93 -2.07
C 2.078 -0.552 1.305 -0.20 -0.23 0.00
C 1.387 2.293 0.561 -0.20 0.79 0.18
C -0.015 4.230 1.037 -0.02 -0.63 0.78
O -2.416 3.570 -1.511 -3.43 -4.29 -2.02
C -4.900 -2.504 -1.584 -3.41 -1.60 2.96
C -0.909 0.179 3.155 -0.18 1.52 1.00
H -1.144 1.385 2.868 2.14 -3.69 4.24
C -1.864 -0.315 3.955 -3.19 -3.29 3.71
H -1.775 1.447 2.135 1.76 2.56 -4.18
H -1.756 3.952 2.230 0.01 -0.63 -0.22
O -5.762 -2.832 -0.807 3.80 1.53 -3.39
H -1.752 -0.259 -3.376 -1.15 0.77 -0.39
C 0.900 0.148 1.745 -1.89 1.59 -0.01
C 0.516 1.488 1.346 1.07 -1.33 -0.05
C -3.056 -0.312 -1.658 2.22 -1.51 -1.21
O -6.515 0.746 -0.867 4.85 1.08 -3.16
H 5.228 -2.644 0.399 0.26 -0.11 -0.12
C -2.226 -3.094 -2.772 3.74 -2.50 0.20
H 2.924 1.043 0.097 2.50 -4.28 0.44
H -0.200 5.286 0.924 0.04 0.21 0.08
C 4.206 -0.764 0.158 -0.13 -0.42 0.32
O -1.258 -3.807 -2.785 -3.93 2.77 -0.08
O -5.170 1.556 -5.282 2.02 -0.27 5.07
C 2.231 -1.868 1.755 0.77 -0.68 -0.10
H 5.000 -0.332 -0.431 0.04 0.12 -0.21
H 1.455 -2.287 2.373 -0.09 -0.01 0.10
C -2.025 -0.133 -0.747 -1.68 0.89 -0.59
Co -4.080 1.296 -2.514 0.13 -0.87 -0.64
C 1.098 3.641 0.424 -0.01 -0.11 -0.13
C 3.081 -0.016 0.480 0.33 0.65 -0.53
H -1.219 0.608 -0.924 -0.46 -0.40 0.02
C 3.352 -2.617 1.427 -0.40 0.60 0.05
H 1.781 4.247 -0.157 -0.05 0.18 -0.14
H 2.324 1.822 0.121 -3.55 3.41 0.75
C 4.349 -2.069 0.631 0.04 0.41 -0.10
H -2.039 -0.578 0.244 0.16 -0.27 -0.01
C -4.731 1.466 -4.163 -1.60 0.04 -4.08
```
Forces are in eV/Å.

---

Calculated total energy: -381.17575; -159.52997; -4228.05278; -4249.08570 (a.u.)